The following is a quantum chemistry calculation of a molecular structure, C42H113FeN3O18Rb at a distorted geometry, from the Open Molecules 2025 dataset.

Last column: Löwdin spin population.
CARTESIAN COORDINATES (ANGSTROEM)
Fe  0.2936  -2.0808  3.0815  3.67
Rb  3.7992  -0.9706  3.6682  0.00
O  0.8541  -1.3470  4.8514  0.07
H  0.5540  -1.9057  5.6191  0.00
O  1.4925  -1.0987  1.8467  0.07
H  1.4031  -1.5389  0.9999  0.00
O  -1.5527  -2.1751  2.7438  0.10
H  -2.1585  -1.4140  2.6124  0.01
O  1.2744  -3.9214  3.2228  0.06
H  0.9413  -4.1261  4.1087  0.00
C  -0.4304  3.1370  -5.3655  0.00
C  0.0601  1.8622  -4.7321  0.00
C  -0.8516  0.7137  -4.9858  0.00
C  -0.9122  0.1445  -6.3868  0.00
C  0.5047  -0.2501  -6.7541  0.00
C  1.5008  0.9039  -6.5187  0.00
N  1.3791  1.3435  -5.1198  0.00
O  2.3076  2.3640  -5.0455  0.00
C  2.9118  0.3173  -6.6550  0.00
C  1.2359  1.9323  -7.6261  0.00
C  0.2010  2.0127  -3.2060  0.00
H  0.3799  3.8075  -5.6165  0.00
H  -1.1121  3.5675  -4.6683  0.00
H  -0.9800  2.9380  -6.3041  0.00
H  -0.5414  -0.1612  -4.3125  0.00
H  -1.8893  1.0050  -4.7726  0.00
H  -1.3794  0.8174  -7.1040  0.00
H  -1.5399  -0.7321  -6.3581  0.00
H  0.6035  -0.3971  -7.8069  0.00
H  0.8618  -1.0899  -6.1639  0.00
H  2.9702  -0.4091  -7.4943  0.00
H  3.6582  1.1033  -6.7690  0.00
H  3.1706  -0.2389  -5.7482  0.00
H  1.4793  1.5846  -8.6362  0.00
H  0.1688  2.1695  -7.6032  0.00
H  1.8259  2.8245  -7.4648  0.00
H  1.0451  2.7083  -2.9846  0.00
H  0.3883  1.0527  -2.7111  0.00
H  -0.7412  2.4177  -2.8007  0.00
H  2.8314  2.1467  -4.2821  0.00
C  4.1925  -5.7263  -3.1662  0.00
C  3.7032  -4.4145  -2.5960  0.00
C  4.4697  -3.2813  -3.4190  0.00
C  3.9291  -1.8741  -3.1561  0.00
C  2.4601  -1.9384  -3.6232  0.00
C  1.6478  -2.9279  -2.7564  0.00
N  2.2421  -4.3082  -2.8524  0.00
O  1.5997  -5.1350  -1.9804  0.00
C  1.4352  -2.3307  -1.3271  0.00
C  0.3456  -3.1070  -3.4045  0.00
C  4.1324  -4.3252  -1.1479  0.00
H  3.9871  -5.9977  -4.2049  0.00
H  3.7247  -6.5311  -2.5463  0.00
H  5.2860  -5.8644  -2.9891  0.00
H  5.5478  -3.3079  -3.2013  0.00
H  4.2983  -3.6404  -4.4405  0.00
H  4.4230  -1.0712  -3.7711  0.00
H  4.0232  -1.6495  -2.1000  0.00
H  2.3028  -2.2665  -4.6419  0.00
H  1.9853  -0.9408  -3.5887  0.00
H  0.6067  -1.6065  -1.3656  0.00
H  1.2738  -3.0984  -0.5309  0.00
H  2.2617  -1.6561  -0.9938  0.00
H  -0.3091  -2.2558  -3.5049  0.00
H  0.6417  -3.4718  -4.3711  0.00
H  -0.3403  -3.8146  -2.9443  0.00
H  5.2088  -4.3091  -1.0875  0.00
H  3.7924  -5.1477  -0.5542  0.00
H  3.7547  -3.4087  -0.6537  0.00
H  1.6484  -4.8899  -1.0669  0.00
C  -6.5853  7.8575  -1.5558  0.00
C  -5.8520  6.6553  -0.8933  0.00
C  -6.7052  5.3433  -1.1210  0.00
C  -5.9225  4.0657  -0.9689  0.00
C  -4.6192  4.1728  -1.7923  0.00
C  -3.6970  5.3517  -1.2847  0.00
N  -4.4963  6.5257  -1.3998  0.00
O  -3.7293  7.6640  -1.1429  0.00
C  -3.1891  4.9111  0.1177  0.00
C  -2.5387  5.3032  -2.2789  0.00
C  -5.9639  6.9311  0.6740  0.00
H  -6.1758  8.7847  -1.2376  0.00
H  -7.5883  7.8258  -1.1699  0.00
H  -6.5241  7.7628  -2.6520  0.00
H  -7.4269  5.4221  -0.3444  0.00
H  -7.1263  5.4013  -2.0895  0.00
H  -6.5157  3.2278  -1.3701  0.00
H  -5.6396  3.7336  0.0436  0.00
H  -4.8783  4.3782  -2.8017  0.00
H  -4.0071  3.2376  -1.6859  0.00
H  -3.9471  4.5961  0.8252  0.00
H  -2.4768  4.1058  0.0460  0.00
H  -2.6606  5.7440  0.6295  0.00
H  -2.8268  5.6894  -3.2956  0.00
H  -1.7141  6.0072  -1.9955  0.00
H  -2.0617  4.2540  -2.2981  0.00
H  -5.4142  7.7950  0.9935  0.00
H  -5.5328  6.1110  1.2099  0.00
H  -7.0292  6.9885  0.9993  0.00
H  -3.7569  7.8546  -0.1538  0.00
C  3.2968  -4.5267  6.4558  0.00
C  3.9123  -4.8814  5.0460  0.00
O  3.7093  -3.8065  4.1806  0.00
H  3.4586  -5.3198  7.2424  0.00
H  2.1823  -4.3568  6.4509  0.00
H  3.7776  -3.5901  6.7512  0.00
H  3.3971  -5.8102  4.6775  0.00
H  5.0163  -5.1160  5.1420  0.00
H  2.7382  -3.9193  3.7847  0.00
C  3.8892  4.2181  3.0073  0.00
C  3.6527  2.7525  3.2617  0.00
O  3.9331  2.3683  4.5895  0.00
H  3.0750  4.8168  3.3846  0.00
H  3.9513  4.4249  1.9506  0.00
H  4.8205  4.3961  3.5132  0.00
H  4.1604  2.0989  2.5430  0.00
H  2.5652  2.4979  3.1821  0.00
H  3.1667  1.7775  4.7037  0.00
C  0.3013  1.9631  7.0328  0.00
C  1.5938  1.3384  6.7004  0.00
O  1.7264  1.1084  5.2481  0.00
H  0.1519  2.2742  8.0786  0.00
H  -0.5787  1.3715  6.7975  0.00
H  0.0790  2.8383  6.4160  0.00
H  1.7933  0.3484  7.1678  0.00
H  2.4543  2.0040  6.9084  0.00
H  1.2439  0.2616  5.1414  0.00
C  -1.9255  -6.2911  5.9042  0.00
C  -1.5637  -4.8623  5.4497  0.00
O  -2.2670  -4.6061  4.2473  0.00
H  -1.2991  -6.6660  6.7013  0.00
H  -1.8195  -6.9501  5.0146  0.00
H  -2.9644  -6.2968  6.1117  0.00
H  -0.4592  -4.8440  5.3038  0.00
H  -1.7588  -4.1696  6.2633  0.00
H  -1.8561  -3.8949  3.7300  0.00
C  0.8324  -6.7614  0.9491  0.00
O  1.2465  -5.4005  0.8109  0.00
H  -0.2343  -6.8195  1.2127  0.00
H  1.1628  -7.2538  0.0214  0.00
H  1.3059  -7.2941  1.7978  0.00
H  1.0950  -4.9097  1.6839  0.00
C  -1.4019  1.5538  3.6871  0.00
O  -0.9089  2.7448  3.2493  0.00
H  -2.0089  1.8178  4.5677  0.00
H  -2.1351  1.0258  3.0338  0.00
H  -0.6733  0.8447  3.9798  0.00
H  -0.1046  2.5668  2.7196  0.00
C  3.8490  1.3225  0.2351  0.00
O  3.9212  0.1823  1.0846  0.00
H  3.4949  1.1217  -0.7912  0.00
H  3.2838  2.2165  0.5554  0.00
H  4.8970  1.5657  0.1222  0.00
H  3.0181  -0.1938  1.3259  0.00
C  -3.3050  -1.1418  5.6618  0.00
O  -2.0590  -1.7687  5.9657  0.00
H  -3.2923  -0.0556  5.8152  0.00
H  -3.6169  -1.3583  4.6425  0.00
H  -4.1410  -1.5538  6.3210  0.00
H  -1.4537  -1.7267  5.1970  0.00
C  -2.2227  -3.7820  -0.4424  0.00
O  -1.6575  -2.5969  0.0007  0.00
H  -2.6116  -3.7129  -1.4729  0.00
H  -1.4771  -4.5676  -0.4947  0.00
H  -3.0272  -4.1473  0.2084  0.00
H  -1.7129  -2.4900  1.0277  0.00
C  0.4040  1.9013  0.3830  0.00
O  0.8892  1.5366  1.6599  0.00
H  -0.4476  1.3158  0.0785  0.00
H  0.0018  2.8990  0.4722  0.00
H  1.1310  1.7989  -0.4556  0.00
H  1.0373  0.5577  1.6732  0.00
C  -2.5205  0.1546  -1.5805  0.00
O  -1.6298  -0.8655  -2.0200  0.00
H  -2.2751  1.0781  -1.9956  0.00
H  -3.5396  0.0778  -2.0127  0.00
H  -2.6460  0.2478  -0.4404  0.00
H  -1.7026  -1.5025  -1.2999  0.00

Results
**⟨S²⟩**: 6.008
**LUMO (alpha / beta)**: 0.0633 / 0.0633 hartree
**2S+1**: 5
**HOMO energy (alpha / beta)**: -6.275 / -4.802 eV
**Charge**: -1